# 1
{"formula": "C78H72F6O14", "method": "the ωB97M-V functional and the def2-TZVPD basis", "symbols": ["F", "C", "C", "C", "C", "C", "C", "H", "H", "H", "H", "H", "F", "C", "C", "C", "C", "C", "C", "H", "H", "H", "H", "H", "F", "C", "C", "C", "C", "C", "C", "H", "H", "H", "H", "H", "F", "C", "C", "C", "C", "C", "C", "H", "H", "H", "H", "H", "F", "C", "C", "C", "C", "C", "C", "H", "H", "H", "H", "H", "F", "C", "C", "C", "C", "C", "C", "H", "H", "H", "H", "H", "C", "C", "C", "C", "C", "C", "O", "O", "H", "H", "H", "H", "H", "H", "C", "C", "C", "C", "C", "C", "O", "O", "H", "H", "H", "H", "H", "H", "C", "C", "C", "C", "C", "C", "O", "O", "H", "H", "H", "H", "H", "H", "C", "C", "C", "C", "C", "C", "O", "O", "H", "H", "H", "H", "H", "H", "C", "C", "C", "C", "C", "C", "O", "O", "H", "H", "H", "H", "H", "H", "C", "C", "C", "C", "C", "C", "O", "O", "H", "H", "H", "H", "H", "H", "C", "C", "C", "C", "C", "C", "O", "O", "H", "H", "H", "H", "H", "H"], "positions_angstrom": [[5.8039, -16.8056, 29.4376], [5.9469, -16.7100, 30.7619], [7.1850, -16.5750, 31.3718], [7.2928, -16.5055, 32.7572], [6.1590, -16.6905, 33.5613], [4.9271, -16.8814, 32.9576], [4.8423, -16.9757, 31.5731], [8.0901, -16.5509, 30.7764], [8.2464, -16.5062, 33.2655], [6.2631, -16.7517, 34.6328], [4.0842, -17.1877, 33.5635], [3.9350, -17.3698, 31.1318], [-1.2428, -14.8848, 40.5344], [0.0796, -14.6062, 40.5712], [0.8442, -15.1369, 41.5881], [2.1794, -14.7401, 41.6611], [2.6321, -13.7087, 40.8688], [1.8603, -13.1972, 39.8384], [0.5420, -13.6351, 39.6885], [0.5356, -15.8122, 42.3740], [2.8394, -15.0496, 42.4619], [3.6312, -13.2992, 40.9762], [2.3085, -12.4485, 39.1964], [-0.0859, -13.2214, 38.9132], [5.1060, -15.6406, 41.1492], [5.3866, -16.8840, 40.7066], [5.9312, -17.0020, 39.4292], [6.2254, -18.2587, 38.9265], [5.9941, -19.3924, 39.7271], [5.4567, -19.2173, 40.9803], [5.1152, -17.9775, 41.4968], [6.2415, -16.1695, 38.8096], [6.6495, -18.4562, 37.9504], [6.2319, -20.4139, 39.4653], [5.3089, -20.1092, 41.5805], [4.7679, -17.8010, 42.5057], [11.2517, -14.9477, 40.0039], [10.3500, -13.9620, 40.0224], [10.6942, -12.6939, 39.6168], [9.7662, -11.6371, 39.6837], [8.4620, -11.9352, 40.0612], [8.0841, -13.2301, 40.4474], [9.0396, -14.2256, 40.3969], [11.7042, -12.5308, 39.2577], [10.0991, -10.6308, 39.4813], [7.6926, -11.1838, 40.1955], [7.1054, -13.4463, 40.8501], [8.8261, -15.2843, 40.5091], [4.3960, -6.9372, 34.0901], [3.7193, -8.0935, 34.1418], [2.5372, -8.1923, 33.4359], [1.8192, -9.3705, 33.3507], [2.3194, -10.4943, 34.0353], [3.4801, -10.4159, 34.7764], [4.1394, -9.1906, 34.8700], [2.1430, -7.3864, 32.8239], [1.0250, -9.5958, 32.6542], [1.8174, -11.4291, 33.8127], [3.8457, -11.2482, 35.3634], [5.0751, -9.1040, 35.4115], [5.7772, -8.2777, 37.5484], [6.5084, -7.1419, 37.6332], [7.5808, -7.1944, 38.5249], [8.3543, -6.0337, 38.6161], [8.1561, -4.9701, 37.7508], [7.0126, -4.9144, 36.9515], [6.2307, -6.0366, 36.8599], [7.7296, -8.1267, 39.0496], [9.2419, -6.0256, 39.2364], [8.8040, -4.1091, 37.8554], [6.7526, -4.0581, 36.3448], [5.3967, -6.0944, 36.1699], [9.8214, -10.4525, 36.2906], [11.1191, -10.1979, 36.7214], [11.8147, -9.0896, 36.2568], [11.2501, -8.3643, 35.2198], [9.9320, -8.5622, 34.8336], [9.1891, -9.6142, 35.3976], [7.8694, -9.7681, 35.0942], [13.1225, -8.8742, 36.6000], [9.2364, -11.2784, 36.6799], [11.5325, -10.7970, 37.5249], [11.8204, -7.5738, 34.7477], [9.4678, -8.0173, 34.0194], [7.5843, -9.1584, 34.4065], [13.5018, -9.6763, 36.9684], [-0.6950, -17.2760, 37.4337], [0.6243, -16.8596, 37.4759], [1.3583, -17.1348, 38.6325], [0.7886, -17.7579, 39.7416], [-0.5489, -18.1927, 39.6532], [-1.2362, -17.9716, 38.4892], [-2.5344, -18.4857, 38.4082], [2.6740, -16.7688, 38.6422], [-1.3540, -17.0769, 36.5972], [1.1252, -16.3943, 36.6413], [1.4197, -17.9899, 40.5894], [-0.9725, -18.7740, 40.4604], [-2.5037, -19.4118, 38.6582], [2.9588, -16.5862, 39.5485], [4.9107, -21.3677, 34.4810], [4.1575, -20.5033, 35.2669], [4.6747, -19.2717, 35.6369], [5.8921, -18.8321, 35.1367], [6.6430, -19.6974, 34.3436], [6.1299, -20.9271, 33.9569], [6.8451, -21.7566, 33.1441], [3.9860, -18.5287, 36.5574], [4.6083, -22.3934, 34.3175], [3.2340, -20.8870, 35.6830], [6.2665, -17.8472, 35.3757], [7.6580, -19.4012, 34.1187], [6.3375, -22.3788, 32.6240], [3.1551, -18.8852, 36.8759], [1.8653, -9.7511, 38.1199], [3.2305, -9.8521, 38.3173], [3.7531, -9.9608, 39.6076], [2.8584, -9.8188, 40.6731], [1.4978, -9.5777, 40.4990], [1.0038, -9.5272, 39.1885], [-0.3329, -9.5291, 38.9072], [5.0234, -10.3461, 39.9069], [1.5232, -9.6792, 37.0925], [3.9191, -10.0260, 37.4995], [3.1459, -9.8381, 41.7181], [0.8318, -9.3589, 41.3205], [-0.3895, -9.7201, 37.9587], [5.4566, -10.5495, 39.0654], [8.9757, -15.1314, 37.1196], [8.9944, -16.3632, 37.7639], [10.0732, -17.2211, 37.6690], [11.1330, -16.8580, 36.8438], [11.1080, -15.6596, 36.1675], [10.0272, -14.7830, 36.3017], [10.0517, -13.5437, 35.7264], [10.1397, -18.3345, 38.4711], [8.1545, -14.4398, 37.2608], [8.1369, -16.6538, 38.3613], [12.0316, -17.4635, 36.7984], [11.9628, -15.3426, 35.5789], [10.8324, -13.4481, 35.1716], [10.6557, -19.0031, 38.0069], [5.2537, -14.0835, 35.3903], [5.8953, -12.8839, 35.6656], [5.9339, -12.4244, 36.9817], [5.2895, -13.1563, 37.9756], [4.7251, -14.3793, 37.7142], [4.7397, -14.8760, 36.4084], [4.3517, -16.1572, 36.1184], [6.3578, -11.1470, 37.3110], [5.2721, -14.4243, 34.3644], [6.2942, -12.3022, 34.8435], [5.1783, -12.7267, 38.9656], [4.2498, -14.9360, 38.5104], [4.2376, -16.7098, 36.9079], [6.6819, -10.7507, 36.4922], [-0.0297, -13.7334, 34.1075], [-0.7416, -12.7008, 34.7023], [-0.2960, -12.1103, 35.8644], [0.8953, -12.5141, 36.4494], [1.5391, -13.6683, 35.9905], [1.0652, -14.2403, 34.8058], [1.7593, -15.2842, 34.2568], [-1.0234, -11.0772, 36.4534], [-0.3785, -14.2969, 33.2545], [-1.7118, -12.4027, 34.3173], [1.3387, -11.9864, 37.2818], [2.4668, -13.9369, 36.4777], [2.4162, -15.5843, 34.9008], [-1.7885, -10.8718, 35.9082]], "energy_ha": -4667.96617, "lumo_energy_ev": 0.345, "homo_lumo_gap_ev": 7.88}

# 2
{"formula": "C2H4ClP", "method": "the ωB97M-V functional and the def2-TZVPD basis", "symbols": ["C", "C", "P", "Cl", "H", "H", "H", "H"], "positions_angstrom": [[0.9976, -0.4403, 0.7705], [0.5873, 0.7337, 1.1117], [-1.7261, 0.0702, -3.6468], [-2.4958, -0.6786, -2.0208], [1.9573, -0.9346, 0.7881], [0.3170, -1.1829, 0.3187], [-0.5604, 0.9007, 0.9173], [0.9232, 1.5318, 1.7613]], "energy_ha": -880.03081, "lumo_energy_ev": [-1.241, -1.245], "relative_energy_kcal_mol": 60.7, "homo_lumo_gap_ev": [7.03, 7.03]}

Q: What is the formula in the second record?
A: C2H4ClP